Entry 1:
83
Properties=species:S:1:pos:R:3:forces:R:3:lowdin_spin:R:1 method="wB97M-V/def2-TZVPD" relative_energy_kj_mol=0.0 total_energy_ha=-6724.22918 fmax_ev_per_a=0.94 multiplicity=4 total_charge=+1
Pd -0.028 0.584 -0.059 0.361 -0.480 -0.093 0.92
I -5.452 1.161 4.345 0.020 0.001 -0.027 0.09
C -4.296 1.115 2.640 -0.009 0.007 -0.027 0.23
C -3.414 2.176 2.377 0.075 0.189 0.122 -0.01
C -2.631 2.150 1.259 -0.114 -0.029 -0.028 0.16
I -1.187 3.577 0.892 -0.022 0.142 -0.039 0.03
C -2.756 1.072 0.289 0.106 0.191 -0.608 0.09
O -2.240 1.135 -0.855 -0.299 -0.013 0.893 0.25
C -3.532 -0.089 0.706 -0.008 0.072 -0.144 0.14
C -3.286 -1.334 -0.089 0.088 -0.137 0.105 0.02
N -1.870 -1.692 0.053 -0.138 0.045 0.169 0.03
C -1.472 -2.280 1.319 -0.075 0.095 -0.061 0.00
C -1.231 -1.248 2.401 0.189 -0.043 -0.031 0.00
C -1.819 -1.375 3.652 0.035 -0.054 -0.056 0.00
C -1.545 -0.443 4.637 0.001 0.026 0.050 0.00
C -0.672 0.594 4.349 0.023 0.011 0.033 0.00
C -0.119 0.651 3.085 -0.012 -0.110 -0.013 0.01
N -0.382 -0.245 2.124 -0.389 0.243 -0.122 0.07
C -4.322 -0.022 1.813 -0.020 -0.187 -0.013 -0.01
H -3.350 2.997 3.080 0.032 0.005 -0.038 0.00
H -3.967 -2.129 0.242 0.031 -0.009 0.012 0.00
H -3.465 -1.143 -1.148 0.011 -0.001 -0.042 0.01
H -1.592 -2.271 -0.722 0.038 -0.054 -0.103 0.00
H -2.186 -3.025 1.696 -0.040 0.029 0.012 0.00
H -0.525 -2.801 1.159 0.004 -0.008 -0.034 0.00
H -2.497 -2.198 3.840 0.009 0.008 -0.009 0.00
H -2.005 -0.525 5.613 0.003 0.004 -0.003 0.00
H -0.420 1.348 5.081 -0.009 -0.018 0.002 0.00
H 0.567 1.446 2.824 0.003 0.042 -0.015 0.00
H -4.930 -0.871 2.103 0.029 0.002 -0.042 0.00
C 2.806 -1.634 0.369 0.018 0.050 -0.032 0.02
Te 2.499 0.434 0.800 0.202 0.059 0.052 0.16
C 4.062 0.772 -0.614 0.012 0.015 0.091 0.02
C 4.792 -0.544 -0.708 -0.046 -0.026 0.050 0.00
C 6.063 -0.611 -1.267 0.050 0.011 -0.028 0.00
C 6.727 -1.823 -1.359 0.028 0.009 -0.005 0.00
C 6.124 -2.981 -0.888 -0.004 -0.020 0.001 0.00
C 4.860 -2.921 -0.324 -0.011 -0.019 -0.004 0.00
C 4.187 -1.707 -0.231 0.015 0.015 0.000 0.00
H 2.035 -1.945 -0.337 -0.021 -0.019 -0.019 0.01
H 2.716 -2.213 1.285 0.016 0.004 0.011 0.00
H 4.699 1.570 -0.238 -0.001 -0.005 0.004 0.00
H 3.638 1.073 -1.568 -0.038 0.016 -0.014 0.00
H 6.537 0.294 -1.630 -0.017 -0.015 0.004 0.00
H 7.718 -1.864 -1.793 -0.011 0.003 0.013 0.00
H 6.642 -3.929 -0.951 -0.002 0.008 0.005 0.00
H 4.392 -3.823 0.052 0.006 0.011 -0.002 0.00
C 1.490 3.278 -2.509 -0.005 -0.069 -0.091 0.00
Ge 0.169 2.069 -3.347 -0.129 -0.042 -0.143 0.10
C -1.595 2.946 -3.313 0.160 -0.105 0.050 0.01
C 0.585 1.750 -5.263 0.031 0.073 0.091 0.06
Ge 0.374 -0.296 -2.454 -0.050 0.096 -0.280 0.34
C -1.100 -1.402 -3.172 0.047 0.021 0.130 0.06
C -2.124 -0.802 -3.903 0.021 0.195 -0.072 0.02
C -3.208 -1.532 -4.370 -0.050 -0.014 -0.017 0.00
C -3.304 -2.889 -4.099 0.001 -0.027 0.016 0.01
C -2.303 -3.507 -3.361 -0.069 -0.020 -0.039 0.00
C -1.220 -2.770 -2.906 0.094 0.038 -0.005 0.02
C 2.089 -0.932 -3.203 -0.122 -0.077 0.141 0.05
C 2.418 -2.288 -3.249 0.020 0.018 0.014 0.02
C 3.628 -2.725 -3.766 0.090 0.019 -0.039 0.00
C 4.547 -1.809 -4.258 -0.048 -0.035 0.014 0.02
C 4.242 -0.457 -4.225 0.049 -0.030 -0.037 0.00
C 3.032 -0.032 -3.700 -0.069 0.319 0.000 0.02
H 1.050 4.268 -2.388 -0.049 0.004 -0.039 0.00
H 2.382 3.383 -3.130 -0.019 -0.042 0.000 0.00
H 1.797 2.928 -1.524 -0.006 -0.060 0.049 0.00
H -1.636 3.613 -4.177 0.029 -0.012 0.001 0.00
H -1.729 3.539 -2.411 0.031 -0.029 0.065 0.00
H -2.419 2.240 -3.380 0.014 -0.004 0.016 0.00
H 1.017 2.663 -5.681 -0.011 0.001 0.009 0.01
H -0.337 1.535 -5.803 -0.019 -0.009 0.056 0.00
H 1.283 0.930 -5.428 -0.086 0.079 0.049 0.00
H -2.084 0.260 -4.124 0.019 -0.103 0.007 0.00
H -3.980 -1.038 -4.946 0.007 -0.007 0.011 0.00
H -4.149 -3.460 -4.460 0.019 0.004 0.003 0.00
H -2.364 -4.566 -3.142 -0.002 0.009 -0.001 0.00
H -0.470 -3.282 -2.314 0.143 -0.027 -0.023 0.00
H 1.731 -3.033 -2.878 -0.173 -0.084 0.052 0.00
H 3.852 -3.785 -3.785 0.004 0.021 0.000 0.00
H 5.493 -2.146 -4.663 -0.019 -0.001 0.012 0.00
H 4.945 0.271 -4.613 0.005 -0.009 0.004 0.00
H 2.823 1.037 -3.699 0.025 -0.157 0.017 0.00


Entry 2:
34
Properties=species:S:1:pos:R:3:forces:R:3:lowdin_charge:R:1 method="wB97M-V/def2-TZVPD" relative_energy_kj_mol=154.4 total_energy_ha=-1367.77806 fmax_ev_per_a=11.08 total_charge=-1
N 0.278 -0.541 0.065 -3.835 -2.984 3.639 0.39
H -0.240 -0.115 -0.612 -1.195 1.676 -2.964 0.09
H -0.275 -1.337 0.525 0.384 2.054 -0.272 0.17
H 0.647 0.124 0.654 0.110 3.070 2.561 0.07
H 1.053 -1.010 -0.103 4.853 -2.874 -3.076 0.04
S 0.833 3.150 -0.554 6.007 5.423 3.264 0.11
O 0.021 2.156 -1.077 -6.351 -6.050 -3.182 -0.38
O 0.128 4.260 0.030 -1.801 1.282 -0.228 -0.37
O 1.512 2.489 0.556 1.836 -2.464 3.173 -0.42
O 1.868 3.542 -1.485 0.238 0.520 -1.591 -0.37
O -2.389 -3.565 0.026 -0.189 -0.325 -2.141 -0.06
H -2.509 -3.064 -0.824 0.036 -0.587 1.410 0.07
H -2.303 -2.904 0.699 0.066 0.960 0.592 -0.02
O 0.408 -3.329 -0.972 3.293 1.685 0.289 -0.02
H 1.128 -3.961 -0.814 -0.468 0.331 -0.185 0.06
H -0.381 -3.777 -1.028 -2.784 -1.899 0.082 -0.04
O 3.366 -2.235 0.150 -1.371 1.654 2.618 -0.16
H 3.284 -1.235 0.502 0.401 -2.401 -0.966 0.05
H 2.990 -2.760 0.926 0.886 1.053 -1.502 0.05
O -0.465 1.238 2.612 -8.238 -6.267 -3.059 0.07
H 0.263 1.606 2.764 9.556 5.346 1.711 -0.09
H -1.132 1.583 3.152 -1.263 0.865 1.076 0.03
O -0.594 1.737 -3.445 3.880 2.271 0.007 -0.08
H -1.319 1.225 -3.408 -4.004 -2.736 0.054 -0.09
H -0.284 1.849 -2.479 -0.143 0.408 -1.020 -0.03
O -2.684 1.393 -0.189 3.220 3.199 5.808 0.00
H -1.841 1.919 -0.371 -0.809 -0.698 -0.217 0.09
H -3.005 1.004 -0.895 -2.089 -2.401 -5.890 -0.05
O -2.593 -0.895 1.294 4.544 -1.697 1.918 0.01
H -3.446 -1.039 1.133 -5.915 -2.070 -0.289 -0.02
H -2.602 -0.107 0.820 1.465 3.715 -1.444 -0.04
O 3.334 0.556 0.966 -1.210 -4.459 2.335 0.00
H 4.128 0.768 0.611 3.985 0.876 -1.673 0.00
H 2.817 1.289 0.784 -3.098 3.522 -0.839 -0.05


Entry 3:
35
Properties=species:S:1:pos:R:3:forces:R:3:lowdin_charge:R:1 method="wB97M-V/def2-TZVPD" total_energy_ha=-896.36413 fmax_ev_per_a=1.65 total_charge=+1
O -1.542 1.745 3.434 -0.603 0.328 0.032 0.15
C -1.786 1.171 2.421 0.873 -0.751 0.328 -0.52
O -2.424 1.622 1.335 -0.424 -0.083 -0.247 0.14
C -1.368 -0.270 2.178 0.352 -1.568 0.375 -0.07
N -0.744 -0.484 0.858 -0.669 1.094 -0.917 0.17
H -2.979 2.398 1.500 0.338 0.217 0.231 0.15
H -0.804 -0.785 2.953 0.762 1.078 0.216 0.15
H -2.213 -0.940 2.208 -0.940 0.282 -0.482 0.12
H -0.508 -1.437 0.598 -0.114 -0.369 0.165 0.11
H -1.425 -0.141 0.157 0.296 -0.410 -0.212 0.10
H 0.071 0.098 0.642 0.249 0.129 0.744 0.11
H -1.656 -0.325 -2.196 0.107 0.070 -0.315 0.06
H -0.652 0.881 -2.163 -0.115 -0.201 -0.366 0.01
O -1.279 0.356 -1.636 -0.116 0.040 0.355 -0.05
H -2.504 -3.176 0.339 -0.148 -0.055 -0.072 0.06
H -3.560 -2.298 -0.338 -0.066 -0.048 0.059 0.06
O -2.838 -2.274 0.298 0.135 -0.017 -0.067 -0.03
H 3.467 -0.076 -3.238 0.043 0.043 0.008 0.05
H 3.551 -0.253 -1.714 0.108 0.142 0.024 0.03
O 3.104 0.248 -2.408 -0.148 -0.047 0.111 -0.05
H 1.618 1.825 1.695 0.775 0.850 -0.139 0.03
H 1.008 1.305 3.066 0.334 0.435 0.473 0.07
O 0.989 1.261 2.115 -0.892 -1.166 -0.289 -0.03
H 2.602 -1.251 0.049 0.386 -0.632 0.060 0.01
H 2.561 -0.109 0.923 0.517 0.247 0.492 0.00
O 3.173 -0.832 0.711 -1.018 0.310 -0.620 -0.05
H 0.964 -3.695 -0.916 -0.073 -0.334 0.141 0.06
H 0.479 -3.832 0.576 0.226 -0.586 -0.042 0.05
O 0.729 -3.221 -0.115 -0.230 1.044 0.011 -0.03
H -0.850 2.537 -3.666 0.393 0.536 -0.381 0.07
H 0.761 2.387 -3.775 -0.224 0.526 -0.312 0.07
O -0.070 2.008 -3.490 -0.141 -0.988 0.744 -0.03
H 1.987 1.666 -1.255 0.201 -0.249 0.065 0.03
H 0.653 2.142 -0.714 -0.106 0.208 0.054 0.05
O 1.483 1.749 -0.432 -0.068 -0.075 -0.229 -0.04


Entry 4:
51
Properties=species:S:1:pos:R:3:forces:R:3:lowdin_spin:R:1 method="wB97M-V/def2-TZVPD" relative_energy_kj_mol=9.5 total_energy_ha=-8831.03735 fmax_ev_per_a=0.32 multiplicity=5 total_charge=+2
Pd 0.312 0.276 -0.016 0.243 -0.024 0.213 1.41
N 1.813 -1.159 -2.469 -0.088 -0.098 -0.162 0.00
C 1.841 0.218 -2.692 0.052 0.172 -0.078 0.01
C 2.326 0.693 -3.915 -0.026 -0.034 0.084 0.00
C 2.369 2.051 -4.131 -0.035 0.034 0.054 0.00
C 1.940 2.916 -3.124 0.020 -0.014 -0.035 0.00
C 1.454 2.371 -1.963 -0.027 -0.045 0.054 0.01
N 1.385 1.041 -1.753 0.039 0.065 -0.128 0.10
C 2.203 -1.803 -1.300 0.110 -0.131 0.117 0.01
C 2.851 -3.040 -1.402 -0.028 0.098 0.011 0.00
C 3.275 -3.663 -0.253 -0.001 -0.013 0.034 0.00
C 3.071 -3.040 0.980 0.009 0.006 -0.007 0.00
C 2.404 -1.843 0.992 -0.036 0.054 0.029 0.01
N 1.941 -1.243 -0.122 -0.129 -0.044 -0.093 0.09
H 2.076 -1.677 -3.294 -0.034 -0.024 0.015 0.00
H 2.680 -0.004 -4.662 0.010 -0.001 -0.007 0.00
H 2.747 2.438 -5.067 0.004 0.006 0.001 0.00
H 1.975 3.989 -3.246 0.003 0.003 -0.011 0.00
H 1.072 2.989 -1.161 0.011 0.018 -0.011 0.00
H 3.029 -3.479 -2.374 0.013 -0.003 -0.003 0.00
H 3.783 -4.616 -0.310 0.005 -0.002 0.002 0.00
H 3.426 -3.479 1.900 -0.001 0.001 0.007 0.00
H 2.214 -1.313 1.917 0.013 -0.030 0.001 0.00
Cl -1.774 1.758 -2.188 -0.035 -0.080 0.012 0.10
C -2.188 0.142 -1.864 -0.036 0.200 -0.107 0.17
C -1.346 -0.618 -0.978 -0.041 -0.155 -0.094 0.39
C -1.708 -1.961 -0.795 -0.012 -0.059 0.055 0.04
Cl -0.742 -2.979 0.207 0.074 -0.016 0.036 0.00
C -2.825 -2.521 -1.383 0.018 -0.095 0.053 0.12
Cl -3.253 -4.134 -1.127 0.017 0.061 -0.017 0.07
C -3.657 -1.711 -2.238 -0.017 0.120 -0.051 0.19
Cl -5.014 -2.382 -2.949 0.043 0.003 0.028 0.12
C -3.321 -0.372 -2.474 -0.070 -0.030 -0.047 -0.01
Cl -4.292 0.579 -3.502 -0.011 0.002 -0.003 -0.01
Br -1.490 5.101 1.002 0.001 0.025 -0.012 0.07
C -1.494 3.653 2.157 -0.073 0.035 0.125 0.18
C -1.996 3.775 3.440 -0.007 0.060 -0.014 -0.01
C -2.012 2.695 4.306 0.031 -0.027 -0.064 0.22
Br -2.713 2.932 6.008 0.002 0.007 -0.007 0.10
C -1.493 1.410 3.908 0.003 -0.020 0.007 0.02
C -1.464 0.283 4.746 0.023 -0.005 -0.043 0.02
C -0.925 -0.885 4.270 0.002 -0.001 0.010 0.00
C -0.420 -0.922 2.970 0.027 -0.021 -0.032 0.02
N -0.447 0.119 2.153 -0.054 0.077 0.120 0.07
C -0.979 1.272 2.612 0.022 -0.044 0.009 0.06
C -0.980 2.402 1.678 0.031 -0.041 -0.138 0.11
O -0.554 2.268 0.512 -0.035 0.009 0.109 0.29
H -2.385 4.728 3.773 -0.002 0.003 -0.011 0.00
H -1.857 0.344 5.751 -0.002 0.001 0.003 0.00
H -0.879 -1.772 4.885 -0.002 0.003 0.009 0.00
H 0.021 -1.830 2.583 -0.027 -0.009 -0.021 0.00


Entry 5:
17
Properties=species:S:1:pos:R:3:forces:R:3:lowdin_charge:R:1 method="wB97M-V/def2-TZVPD" relative_energy_kj_mol=419.7 total_energy_ha=-3082.73196 fmax_ev_per_a=4.24 total_charge=0
C -1.993 0.247 -1.046 1.915 -2.197 -1.626 -0.68
C -1.133 -0.591 -1.948 -2.047 1.776 2.808 -0.43
C -0.283 0.610 0.429 0.054 2.836 3.149 -0.37
C 0.134 1.476 1.626 -2.267 1.626 -1.392 0.00
C 1.774 -0.767 0.520 0.981 -2.726 -0.529 0.01
N -1.472 0.815 -0.017 -1.280 0.859 0.538 0.08
N 0.562 -0.245 -0.082 -0.334 -0.921 -2.184 -0.01
N 0.121 -0.825 -1.225 0.823 -1.769 -2.670 -0.11
O 0.839 -1.708 -1.775 0.206 0.084 0.616 -0.03
O -1.448 -1.142 -2.954 0.650 -0.337 -0.599 0.09
Br -3.827 0.120 -1.201 -0.501 0.260 -0.337 0.83
H 0.586 0.865 2.319 1.769 -1.082 1.622 0.02
H 0.794 2.316 1.214 -0.910 -0.986 1.090 0.11
H -0.831 1.835 2.211 2.003 -0.337 -1.769 0.13
H 2.345 -1.553 -0.148 -1.317 2.344 0.494 0.14
H 2.421 0.064 0.819 -0.287 -0.544 0.318 0.10
H 1.412 -1.516 1.259 0.541 1.115 0.470 0.12